No. 1
{"formula": "C7H8ClPS", "method": "wB97M-V/def2-TZVPD", "elements": ["C", "C", "C", "C", "C", "C", "C", "P", "S", "Cl", "H", "H", "H", "H", "H", "H", "H", "H"], "coordinates": [[-2.794, 0.143, -1.703], [-2.529, -0.225, -0.384], [-1.682, 0.298, -2.619], [-1.242, -0.558, -0.031], [-0.432, -0.051, -2.220], [-0.193, -0.596, -0.968], [3.395, 0.019, 2.514], [1.589, -0.218, 2.799], [1.414, -1.188, -0.397], [1.107, 1.726, 2.675], [-3.836, 0.396, -2.050], [-3.375, -0.251, 0.415], [-1.902, 0.906, -3.513], [-1.026, -0.955, 0.985], [0.413, 0.163, -2.910], [3.354, 0.721, 1.608], [3.991, -0.837, 2.363], [3.747, 0.507, 3.436]], "atomic_forces_ev_per_a": [[0.324, 0.568, -0.961], [-2.010, 0.239, 0.564], [-3.089, 0.885, 1.008], [0.872, -1.505, 0.891], [1.969, 0.325, -1.285], [0.474, 0.005, 1.711], [-1.277, 2.212, -0.486], [0.259, -1.168, -0.669], [-1.112, 0.617, -0.119], [-0.338, 0.690, 0.008], [1.306, -0.241, 0.493], [1.619, 0.006, -1.604], [0.438, -0.879, 0.199], [-0.220, 0.489, -0.793], [-0.549, -0.383, 0.607], [0.832, -0.937, 1.366], [0.361, -1.184, -0.432], [0.139, 0.260, -0.497]], "mulliken_charge": [-0.248, -0.396, -0.432, -0.199, -0.185, 0.043, -0.944, 0.234, -0.207, -0.167, 0.305, 0.256, 0.311, 0.322, 0.321, 0.288, 0.340, 0.358], "orbital_gap_ev": [7.381, 5.760], "e_lumo_ev": [-1.03, -2.07], "total_charge": 0, "multiplicity": 1}

***

No. 2
{"formula": "C7H8F2", "method": "wB97M-V/def2-TZVPD", "elements": ["C", "C", "C", "C", "C", "C", "C", "F", "F", "H", "H", "H", "H", "H", "H", "H", "H"], "coordinates": [[-2.733, 0.493, -0.841], [-1.479, 0.047, -0.985], [0.552, -1.394, -0.455], [1.708, 0.217, 1.588], [-0.835, -0.889, -0.134], [1.088, -0.269, 0.341], [1.585, 1.084, 0.356], [2.684, 1.445, -0.357], [0.770, 2.166, 0.400], [-3.166, 1.162, -1.564], [-3.356, 0.178, -0.020], [-0.901, 0.374, -1.840], [0.790, -2.375, -0.052], [0.800, -1.347, -1.514], [1.112, 0.499, 2.449], [2.687, -0.171, 1.851], [-1.305, -1.220, 0.776]], "atomic_forces_ev_per_a": [[0.343, -0.175, -0.052], [-0.588, 0.510, -0.445], [0.157, -0.277, -0.128], [0.213, 0.143, 0.165], [3.164, 0.657, 1.112], [-2.980, -0.410, -0.907], [-0.088, -0.243, 0.083], [-0.015, -0.141, 0.099], [-0.014, -0.121, 0.002], [-0.079, 0.109, -0.113], [-0.072, -0.032, 0.186], [0.042, 0.105, -0.092], [-0.019, 0.000, -0.023], [0.004, -0.044, 0.008], [-0.134, 0.058, -0.003], [0.124, -0.026, -0.041], [-0.058, -0.114, 0.150]], "mulliken_charge": [-0.883, 0.010, -0.361, -0.809, -0.239, -0.005, 0.753, -0.316, -0.288, 0.264, 0.245, 0.232, 0.285, 0.269, 0.238, 0.233, 0.373], "orbital_gap_ev": [7.781, 7.782], "e_lumo_ev": [0.00, -0.01], "total_charge": 0, "multiplicity": 1}

***

No. 3
{"formula": "C7H8F2", "method": "wB97M-V/def2-TZVPD", "elements": ["C", "C", "C", "C", "C", "C", "C", "F", "F", "H", "H", "H", "H", "H", "H", "H", "H"], "coordinates": [[-1.901, 1.084, -0.124], [-2.531, -0.041, -0.222], [2.206, -0.808, 1.738], [1.705, -0.368, 0.588], [-1.262, 2.203, -0.007], [0.923, -1.174, -0.322], [0.512, -0.732, -1.502], [-0.200, -1.449, -2.366], [0.748, 0.473, -2.003], [-3.071, -0.468, 0.608], [-2.556, -0.597, -1.146], [2.780, -0.160, 2.376], [2.058, -1.819, 2.079], [1.880, 0.653, 0.278], [-1.730, 3.150, -0.222], [-0.227, 2.238, 0.294], [0.666, -2.184, -0.046]], "atomic_forces_ev_per_a": [[0.036, 0.044, 0.110], [-0.250, -0.387, -0.105], [2.268, -2.004, 5.356], [-4.289, 0.095, -7.567], [0.147, 0.346, -0.024], [3.471, 0.878, 6.186], [-1.709, 1.613, -4.638], [0.033, -0.063, 0.220], [0.125, -0.266, 0.331], [-0.045, 0.025, 0.204], [0.048, -0.021, -0.192], [0.078, 0.028, 0.140], [-0.003, -0.149, 0.063], [0.067, 0.023, -0.098], [-0.178, 0.111, -0.046], [0.190, -0.126, 0.076], [0.011, -0.148, -0.014]], "lowdin_spin": [0.003, 0.005, 0.655, 0.363, 0.002, 0.225, 0.461, 0.107, 0.093, 0.000, 0.000, 0.041, 0.036, 0.010, 0.000, 0.001, 0.000], "orbital_gap_ev": [6.228, 7.760], "e_lumo_ev": [0.98, -2.20], "total_charge": 0, "multiplicity": 3}

***

No. 4
{"formula": "C7H8F2N2", "method": "wB97M-V/def2-TZVPD", "elements": ["C", "C", "C", "C", "C", "C", "C", "N", "N", "F", "F", "H", "H", "H", "H", "H", "H", "H", "H"], "coordinates": [[0.958, 1.276, 1.077], [1.778, 0.260, 1.580], [0.199, 1.065, -0.091], [1.735, -1.014, 0.862], [0.343, -0.032, -0.981], [1.019, -1.097, -0.334], [-0.393, -0.190, -2.139], [-2.043, 0.362, 0.546], [-2.441, -0.401, -0.463], [1.047, -2.291, -0.953], [-0.899, 0.738, -2.824], [0.673, 2.150, 1.698], [2.385, 0.238, 2.486], [-0.477, 1.807, -0.466], [2.317, -1.861, 1.186], [-0.138, -1.063, -2.693], [-1.723, 0.046, 1.494], [-2.042, 1.392, 0.297], [-2.297, -1.386, -0.281]], "atomic_forces_ev_per_a": [[-0.664, -0.216, 0.716], [-0.657, -2.001, -1.387], [1.090, 0.538, -0.538], [-0.607, 2.277, -0.599], [-0.006, 0.533, 2.317], [1.306, -0.272, 0.856], [2.036, -3.296, 1.713], [-0.319, 0.898, 0.277], [-0.039, 0.622, -0.366], [-0.118, -0.349, -0.369], [-1.627, 3.124, -1.516], [0.696, -0.422, -0.543], [-0.372, 0.636, -0.192], [0.334, 0.769, 0.004], [-0.052, -0.151, 0.051], [-0.405, -0.760, -0.565], [-0.364, 0.427, -1.527], [-0.377, -2.183, 1.123], [0.144, -0.173, 0.546]], "mulliken_charge": [-0.888, -0.234, -0.721, -0.631, 0.146, 0.631, -0.389, -0.102, -0.548, -0.331, -0.247, 0.294, 0.376, 0.938, 0.434, 0.430, 0.262, 0.355, 0.223], "orbital_gap_ev": [7.742, 7.248], "e_lumo_ev": [0.68, -0.15], "total_charge": 0, "multiplicity": 1}

***

No. 5
{"formula": "C7H8F6", "method": "wB97M-V/def2-TZVPD", "elements": ["C", "C", "C", "C", "C", "C", "C", "F", "F", "F", "F", "F", "F", "H", "H", "H", "H", "H", "H", "H", "H"], "coordinates": [[0.496, -1.390, -0.492], [0.955, -0.027, -0.007], [-1.177, -0.011, 0.525], [-1.023, -1.404, -0.153], [1.735, 0.163, 1.257], [1.234, 0.924, -1.082], [-2.120, 1.035, -0.011], [-1.154, -0.052, 1.875], [-1.240, -2.397, 0.689], [-1.880, -1.530, -1.180], [-1.467, 1.673, -1.071], [-3.262, 0.548, -0.442], [-2.457, 1.999, 0.833], [0.794, -1.601, -1.527], [0.807, -2.182, 0.114], [2.270, -0.750, 1.629], [1.085, 0.389, 2.084], [2.511, 0.947, 1.095], [0.885, 1.979, -0.756], [0.702, 0.755, -2.033], [2.307, 0.931, -1.347]], "atomic_forces_ev_per_a": [[-1.037, 0.127, -0.593], [-3.397, -0.348, 0.667], [3.650, 0.227, -0.164], [1.414, 1.732, -0.741], [1.215, -0.672, -0.014], [-0.426, 2.722, -0.873], [1.013, 0.961, -0.963], [-0.561, -0.198, 0.215], [-0.830, -1.052, 1.076], [-0.104, -0.204, -0.615], [-1.128, -0.715, 0.664], [-0.718, -0.495, -0.757], [0.569, 0.111, 0.692], [-0.370, 0.064, 0.162], [1.252, -1.251, 0.888], [-0.397, 0.480, -0.707], [-0.300, 0.537, 0.338], [-0.699, -0.376, 0.378], [1.056, -1.515, -0.525], [0.024, -0.254, 0.542], [-0.226, 0.118, 0.330]], "mulliken_charge": [-1.449, 1.505, -0.053, 1.100, -1.263, -1.757, 0.761, -0.363, -0.320, -0.327, -0.271, -0.264, -0.276, 0.379, 0.415, 0.300, 0.314, 0.349, 0.319, 0.417, 0.483], "orbital_gap_ev": 9.307, "e_lumo_ev": 0.35, "total_charge": 0, "multiplicity": 1}

***

No. 6
{"formula": "C7H8INS", "method": "wB97M-V/def2-TZVPD", "elements": ["C", "C", "C", "C", "C", "C", "C", "N", "S", "I", "H", "H", "H", "H", "H", "H", "H", "H"], "coordinates": [[-1.201, -3.887, 1.830], [-1.340, -2.566, 1.717], [-0.581, -1.907, 0.707], [-0.589, -0.541, 0.592], [0.229, 0.279, -0.326], [0.207, 1.580, -0.526], [1.896, 2.824, -2.153], [1.405, 4.001, -1.869], [2.988, 1.961, -2.888], [-0.779, 3.036, 0.460], [-1.892, -4.400, 2.494], [-0.441, -4.473, 1.208], [-2.030, -1.887, 2.088], [0.104, -2.648, 0.129], [-1.132, 0.149, 1.353], [0.958, -0.391, -0.938], [0.601, 4.122, -1.321], [1.598, 4.749, -2.559]], "atomic_forces_ev_per_a": [[-0.216, -0.600, 0.162], [1.241, -1.369, -1.889], [2.126, 1.239, -1.174], [0.088, 0.501, 1.005], [0.747, -2.274, -0.801], [2.216, 0.469, -1.737], [-1.271, -1.153, 1.728], [1.996, 0.154, -2.677], [-0.525, 0.448, 0.166], [-0.804, 0.451, 0.623], [0.436, -0.387, -0.044], [-1.260, 0.969, 1.069], [-1.584, 0.386, 1.693], [-1.104, 1.917, 0.501], [0.416, -1.696, -1.235], [-1.076, 1.477, 0.686], [-1.414, -0.070, 1.142], [-0.013, -0.461, 0.781]], "mulliken_charge": [-0.803, -0.052, -0.132, -0.021, -0.165, -0.315, 0.432, -0.213, -0.237, 0.054, 0.271, 0.212, 0.365, 0.139, 0.027, 0.142, 0.032, 0.262], "orbital_gap_ev": [6.791, 6.789], "e_lumo_ev": [-0.72, -0.72], "total_charge": 0, "multiplicity": 1}

***

Respective energy relative to the best compared isomer or geometry (same formula, charge and spin) values: 35.6; 52.0; 9.2; 72.8; 27.4; 71.7 kcal/mol.